(1)
DFT (wB97M-V/def2-TZVPD) results for a structure of composition C32H78F6N6O14SV in a non-equilibrium geometry.

```
138
Properties=species:S:1:pos:R:3:forces:R:3:mulliken_spin:R:1
V 0.85530 0.13970 0.80782 1.036 -1.689 -1.348 1.919
C 3.51498 2.43985 -0.06971 -0.683 -3.888 1.393 0.008
O 3.74971 2.99517 1.28601 -1.069 -0.214 -2.523 0.000
O 2.55966 1.43975 0.19302 -0.976 1.571 -1.008 0.009
C 3.39088 3.58285 -1.15036 -2.845 -1.752 0.400 -0.002
F 4.49348 4.24459 -1.40441 1.313 -0.286 -0.669 0.000
F 2.70845 3.29036 -2.33568 1.878 -0.607 0.661 0.000
F 2.58329 4.40696 -0.59652 -2.355 3.385 1.522 0.000
C 5.06259 3.18979 1.56458 1.768 1.909 1.355 0.000
C 5.22173 3.52184 3.06539 -0.621 -0.732 -0.026 -0.001
H 5.02202 2.60289 3.61653 0.821 -0.188 0.305 0.000
H 6.16153 4.03526 3.26854 0.234 -0.599 0.128 0.000
H 4.46104 4.16041 3.51449 -0.332 0.448 -0.805 0.000
H 5.47162 4.06947 1.06763 0.038 0.271 -0.581 0.000
H 5.70407 2.36464 1.25519 -0.006 -0.402 0.223 0.000
H 4.33481 1.85451 -0.48610 1.088 0.096 0.658 0.002
C 1.98159 -2.80772 2.15901 -1.951 3.291 -2.284 0.013
O 0.85443 -2.64521 3.05050 1.710 -1.633 0.742 0.022
O 2.01889 -1.52148 1.58068 0.714 -0.526 0.458 0.018
C 3.29366 -3.33328 2.75103 0.551 0.468 -1.344 -0.001
F 3.91600 -2.45651 3.48277 0.686 1.193 1.412 0.000
F 3.06928 -4.41895 3.47234 -0.348 -0.996 0.841 0.000
F 4.23234 -3.72694 1.81304 -1.142 0.336 0.094 0.000
C 0.26089 -3.81274 3.61894 -0.729 0.814 -0.752 0.005
C -1.18985 -3.36618 3.75447 0.479 -0.321 0.364 -0.002
H -1.69179 -4.16996 4.29310 -0.685 0.314 -0.039 0.000
H -1.20741 -2.40722 4.27234 -0.018 -0.167 0.586 0.000
H -1.63036 -3.09020 2.79641 0.087 -0.719 -0.175 -0.001
H 0.69350 -4.14114 4.56398 0.136 0.432 0.366 -0.001
H 0.35402 -4.69793 2.98976 -0.013 0.083 -0.519 0.000
H 1.76346 -3.56117 1.40216 -0.536 -0.315 -0.220 0.014
S -0.03905 -1.43194 -1.35067 0.594 -4.734 0.286 0.023
O -0.55889 -1.20346 0.03715 -3.499 0.071 2.485 -0.017
O -0.87825 -1.08540 -2.48901 -1.093 -0.015 1.025 -0.006
O 0.99419 -0.46609 -1.12667 5.303 4.461 -1.459 -0.032
O 0.51095 -2.78353 -1.42158 -1.075 1.003 -0.277 -0.002
C -3.44805 1.32100 -3.60565 -0.745 0.175 -0.791 0.002
C -4.19182 0.32567 -2.69411 1.217 -0.206 -1.046 0.002
C -4.29605 -1.04050 -3.43095 -0.811 1.181 -0.969 -0.004
O -4.97058 -2.04262 -2.73543 -0.944 -0.081 1.158 0.000
C -6.41135 -1.92441 -2.79036 0.943 -0.701 0.052 0.000
N -3.28797 0.16279 -1.57177 -0.579 -0.442 1.067 0.001
H -3.38640 2.33263 -3.20451 0.332 -0.219 0.537 0.000
H -3.86569 1.50635 -4.59526 -0.613 -0.379 -0.104 -0.001
H -2.47196 0.89789 -3.84295 0.280 0.164 0.416 -0.001
H -5.14948 0.66470 -2.29909 -0.192 0.176 -0.358 0.000
H -3.29323 -1.36384 -3.71010 0.096 -0.224 0.318 0.002
H -4.85734 -0.93182 -4.35899 0.076 0.451 -0.547 0.000
H -6.81354 -0.93564 -3.01094 0.396 0.237 0.026 0.000
H -6.80221 -2.25175 -1.82694 -0.008 -0.001 -0.027 0.000
H -6.75221 -2.61155 -3.56480 -0.231 -0.026 -0.082 0.000
H -2.52659 -0.39844 -1.92593 0.978 0.243 -0.209 0.001
H -3.74371 -0.55195 -1.02264 -0.126 -0.067 0.728 0.000
C 0.65481 2.68014 4.03239 0.106 0.161 0.423 0.009
C 1.23913 1.33940 3.61420 0.681 1.599 0.128 0.015
C 1.63045 0.36158 4.68716 1.420 -0.505 1.093 0.009
O 0.50995 -0.19396 5.36279 -0.206 0.120 0.545 0.001
C 0.89155 -1.24255 6.24837 -0.507 0.114 -0.148 0.002
N 0.18620 0.67245 2.86483 0.561 -0.685 0.262 -0.081
H -0.14795 2.47538 4.74074 0.123 0.432 0.336 -0.003
H 0.19986 3.18572 3.18063 -0.047 -0.211 -0.208 0.000
H 1.40799 3.38330 4.38790 -0.037 -0.155 0.501 0.002
H 2.11027 1.63553 3.02979 0.242 -0.731 -0.360 0.001
H 2.32445 0.77258 5.42034 0.050 0.465 0.193 0.001
H 2.15723 -0.49930 4.27547 0.190 0.084 -0.681 -0.001
H -0.02439 -1.63079 6.69381 -0.031 0.027 -0.078 0.000
H 1.53220 -0.90359 7.06248 0.154 0.323 0.012 0.000
H 1.39845 -2.06238 5.73944 0.068 0.034 -0.315 -0.001
H -0.62504 1.14869 3.23251 -1.073 0.227 -1.178 0.015
H 0.12655 -0.10850 3.50253 -0.776 -1.646 -1.090 0.011
C 2.01260 0.87164 -5.93278 1.718 -0.413 -1.300 0.001
C 0.69376 0.42909 -5.52179 -1.673 -1.282 0.586 -0.001
C -0.00549 -0.63320 -6.46329 0.730 2.133 2.242 0.000
O -1.29321 -0.87213 -5.86548 -0.274 0.880 -1.199 0.000
C -2.31547 -0.12971 -6.54049 -0.193 -1.720 -1.132 0.000
N 0.91092 -0.25788 -4.25537 -0.044 0.415 0.243 -0.001
H 2.40999 1.52715 -5.15786 0.377 -0.022 -0.267 0.001
H 2.11357 1.28343 -6.93693 -0.308 0.575 0.012 0.000
H 2.56141 -0.06769 -6.00034 0.756 0.124 0.341 0.000
H 0.09303 1.31463 -5.31433 -0.865 0.115 -0.637 -0.001
H 0.61633 -1.52523 -6.38768 -0.278 -0.183 -0.132 0.000
H 0.00465 -0.19089 -7.45947 -0.614 -0.421 -0.346 0.000
H -3.27853 -0.59431 -6.32893 -0.008 0.202 0.683 0.000
H -2.21594 -0.37299 -7.59833 0.138 0.232 -0.439 0.000
H -2.40589 0.95564 -6.49631 0.606 0.116 0.771 0.000
H 1.09716 0.45904 -3.56876 0.813 0.252 0.333 0.002
H 0.04165 -0.56825 -3.84532 -0.323 -0.630 -0.561 -0.002
C 4.89860 -2.31484 -3.31742 1.429 0.815 2.577 0.001
C 3.84455 -3.36759 -3.02070 0.183 -0.205 -1.215 -0.002
C 3.64974 -3.93908 -1.60513 -0.411 0.368 0.744 0.007
O 2.71157 -5.01962 -1.67434 -0.228 -1.193 0.048 -0.001
C 2.49286 -5.87038 -0.50724 1.594 1.666 -0.524 0.000
N 2.59920 -2.85863 -3.57849 0.089 -0.967 -0.194 0.000
H 4.72093 -1.46727 -2.65548 -0.044 0.397 0.013 0.000
H 5.04293 -1.88533 -4.30878 -0.772 -0.610 -0.314 0.000
H 5.88604 -2.66876 -3.02113 0.372 -0.156 0.057 0.000
H 4.28022 -4.17765 -3.60558 -0.928 -0.825 -0.277 -0.001
H 3.29400 -3.19952 -0.88777 -0.493 0.513 -0.217 -0.004
H 4.59191 -4.22319 -1.13641 0.466 -0.594 -0.317 0.000
H 1.71110 -5.49564 0.15346 -0.216 0.152 -0.216 0.000
H 3.43256 -5.85025 0.04470 0.091 -0.130 0.441 0.000
H 2.31715 -6.91888 -0.74776 -0.242 0.237 -0.643 0.000
H 2.85994 -2.52417 -4.49514 -0.401 0.241 -0.211 0.000
H 2.34903 -2.03537 -3.04956 -0.409 0.142 0.055 0.002
C -4.79919 -0.57250 1.55623 -1.836 0.970 -0.506 0.001
C -3.59172 0.31125 1.93932 -0.319 -1.240 0.034 0.002
C -3.69888 0.81554 3.36683 0.625 1.209 0.936 -0.002
O -2.65136 1.84700 3.81225 -1.612 -1.697 -2.170 -0.001
C -2.73735 2.01581 5.16909 -0.322 -0.150 1.916 0.000
N -2.54347 -0.64053 1.85360 2.050 -0.490 0.823 0.005
H -5.77780 -0.15412 1.79155 -0.266 0.238 0.014 0.000
H -4.82001 -1.59137 1.94297 0.485 0.199 0.815 0.000
H -4.82975 -0.80448 0.49164 0.215 0.508 -0.130 -0.001
H -3.37567 1.12293 1.24464 -0.500 0.113 -0.078 0.002
H -3.63972 0.00267 4.09060 0.344 -0.364 -0.126 0.000
H -4.70486 1.20667 3.51891 0.015 0.734 0.078 0.000
H -3.75390 2.17371 5.52938 -0.436 0.352 -0.190 0.000
H -2.13096 2.83069 5.56452 0.072 0.277 -0.607 0.000
H -2.41912 1.15451 5.75647 0.332 -0.565 -0.168 0.000
H -2.91058 -1.47626 2.28591 0.514 -0.224 0.122 0.001
H -2.24940 -0.91282 0.92652 0.249 0.225 -0.309 0.003
C -0.20112 2.76547 -1.58655 0.109 1.811 -0.063 0.005
C -0.33768 2.97824 -0.05337 -0.405 1.960 -2.320 0.030
C -1.47465 4.01789 0.33357 0.964 0.459 0.791 0.006
O -1.77684 3.98891 1.76144 -0.269 -0.997 -0.302 0.007
C -2.80002 4.90886 2.20702 1.103 0.064 -1.748 -0.003
N -0.65972 1.71700 0.39030 -1.775 -3.076 2.200 -0.007
H -1.04238 2.37860 -2.16164 -0.755 -0.334 0.925 -0.001
H 0.59423 2.05077 -1.79796 0.393 0.526 0.095 0.003
H -0.11473 3.76398 -2.01504 0.969 -0.051 -0.474 0.000
H 0.62293 3.20675 0.40827 -0.019 0.776 -0.257 -0.021
H -2.41556 3.89515 -0.20282 0.039 -0.353 -0.345 -0.001
H -1.05795 4.99971 0.10886 -0.105 0.295 -0.227 -0.001
H -3.53831 5.07290 1.42208 -0.114 -0.093 -0.314 0.000
H -2.23501 5.83730 2.28989 -0.562 0.420 0.732 0.000
H -3.38518 4.59642 3.07192 0.812 -0.290 0.237 -0.001
H -1.36051 1.34347 -0.23378 -0.160 -0.720 -0.573 -0.021
H -1.25296 1.95451 1.17245 0.085 -1.013 1.306 0.041
```
Positions in Å, forces in eV/Å.

Values from the calculation:
HOMO-LUMO gap (alpha / beta) = 0.272 / 0.272 Eh
multiplicity = 3
electronic energy = -4589.202828 Eh
net charge = -1



(2)
DFT (wB97M-V/def2-TZVPD) results for a structure of composition C32H80O22SV in a non-equilibrium geometry.

```
136
Properties=species:S:1:pos:R:3:forces:R:3:mulliken_charge:R:1
O -0.12391 0.44446 -0.04575 0.548 0.411 0.029 -0.234
V 0.83250 1.55895 0.61489 1.447 -0.193 1.292 0.752
O 2.01275 0.76817 1.37002 -1.682 0.279 -0.830 -0.574
S 1.60318 4.51406 2.16838 -1.222 4.697 4.369 1.703
O 0.40446 5.34017 1.93977 -1.080 -0.392 -0.897 -0.858
O 1.67407 4.13398 3.56233 -1.591 -2.775 1.645 -0.573
O 1.51902 3.35362 1.27502 -0.347 -3.442 -2.982 -0.969
O 2.76253 5.32692 2.05433 2.849 1.138 -3.200 -0.813
C 3.94502 -2.56972 -4.10463 -0.154 -1.247 0.861 -0.688
O 3.27919 -1.51962 -3.42923 0.509 1.343 -0.908 -0.338
C 2.52187 -1.80548 -2.27036 0.263 -1.326 0.225 1.238
C 3.33833 -2.43979 -1.17460 0.729 -0.979 -0.680 -0.308
O 3.59614 -3.84273 -1.46756 -0.919 0.995 0.101 -0.295
C 4.41130 -4.40419 -0.47308 -0.037 -0.471 -0.713 -0.797
H 3.25831 -3.40909 -4.21408 -0.085 -0.221 -0.119 0.235
H 4.80085 -2.95632 -3.55129 -0.017 0.020 0.461 0.232
H 4.38213 -2.37600 -5.08418 -0.643 1.112 -0.067 0.277
H 1.71676 -2.50038 -2.50912 -0.282 0.042 -0.054 -0.632
H 2.10808 -0.89472 -1.83745 0.009 0.210 -0.478 -0.588
H 2.86170 -2.31700 -0.20205 -0.012 -0.081 0.084 0.048
H 4.31822 -1.96364 -1.20914 0.178 0.391 0.478 0.620
H 3.90462 -4.39227 0.49193 0.280 0.162 0.263 0.214
H 5.38366 -3.91258 -0.50350 0.172 0.217 0.592 0.353
H 4.59086 -5.43649 -0.77349 -0.098 -0.117 0.123 0.257
C -4.08397 0.61319 -5.27297 0.385 0.516 -0.580 -0.721
O -2.93906 -0.13620 -4.95191 0.890 0.788 0.587 -0.345
C -1.92310 0.65795 -4.29482 1.086 -1.000 -1.135 0.560
C -1.12474 1.52112 -5.29139 -0.446 0.160 -0.478 -0.489
O -0.37919 0.72426 -6.25654 -0.359 0.432 1.483 -0.352
C 0.48667 1.45938 -7.11207 -0.662 -0.138 0.341 -0.776
H -4.53459 1.03845 -4.37619 -0.695 -0.595 0.113 0.227
H -4.66431 0.01270 -5.97347 -0.558 -0.259 0.794 0.303
H -3.91777 1.50831 -5.87232 0.764 0.260 -0.243 0.258
H -1.16694 -0.01176 -3.88516 -0.281 -0.588 -0.021 -0.552
H -2.28910 1.18108 -3.41137 -0.347 0.544 -0.259 0.325
H -0.51074 2.24866 -4.76054 0.527 -0.340 0.220 0.415
H -1.83823 2.16816 -5.80165 -0.134 0.016 -0.593 0.323
H 0.72944 0.76100 -7.91297 -0.189 0.381 -0.272 0.249
H 1.43726 1.79445 -6.69707 0.078 -0.192 0.680 0.234
H -0.03304 2.36912 -7.41273 -0.016 -0.001 -0.668 0.348
C 2.64747 -2.37458 2.75521 0.528 1.030 0.182 -0.368
O 1.72660 -3.36228 2.53458 -0.872 -2.113 -0.120 -0.335
C 0.38725 -2.91336 2.47245 0.483 -0.276 -1.615 -0.002
C -0.56239 -3.99900 1.89336 0.507 -0.544 0.965 0.164
O -0.76299 -5.07649 2.82547 -0.266 0.937 0.141 -0.426
C -2.09636 -5.45903 2.98444 -0.116 -0.694 0.755 -0.749
H 3.61891 -2.84000 2.92189 0.016 0.032 -0.140 0.302
H 2.40697 -1.77212 3.63116 -0.059 0.117 0.361 0.300
H 2.67396 -1.67178 1.92247 0.245 0.188 -0.178 -0.126
H 0.38796 -2.11796 1.72717 -0.336 0.484 -0.153 -0.067
H 0.15488 -2.45906 3.43563 -0.736 -0.327 0.175 0.301
H -0.22587 -4.53315 1.00480 0.774 0.785 -0.302 -0.272
H -1.50633 -3.55014 1.58415 -0.179 0.248 0.372 0.262
H -2.40906 -6.22010 2.26952 -0.040 -0.002 -0.383 0.281
H -2.83143 -4.65422 2.99092 0.147 0.390 -0.226 0.311
H -2.16266 -5.92240 3.96881 -0.049 -0.121 0.091 0.275
C -5.35224 -0.07632 -1.82784 0.055 -0.823 -0.103 -0.474
O -5.10175 -1.30468 -1.08282 -0.279 1.082 -0.335 -0.331
C -5.79139 -1.40925 0.14535 -0.403 1.656 0.346 -0.840
C -5.18618 -0.51323 1.28483 -0.141 -0.455 -0.040 -0.049
O -5.37700 0.90031 1.17828 -1.068 0.247 -0.334 -0.279
C -5.96412 1.61852 2.27561 0.258 0.495 -0.026 -0.910
H -6.30900 0.40185 -1.61796 -0.156 -0.264 0.451 0.389
H -5.38216 -0.35438 -2.88135 0.189 -0.134 0.051 0.187
H -4.58547 0.68688 -1.69482 0.231 -0.186 0.310 0.097
H -5.83931 -2.46534 0.41087 0.488 0.049 0.250 0.419
H -6.82784 -1.10055 0.00906 -0.343 0.100 -0.118 0.357
H -4.11885 -0.72374 1.21714 0.248 0.169 0.368 -0.009
H -5.58233 -0.80151 2.25852 0.080 -0.488 0.035 0.502
H -6.94001 1.37578 2.69612 -0.059 -1.642 -0.126 0.429
H -6.28352 2.61590 1.97341 0.929 0.252 -0.749 0.326
H -5.24718 1.73171 3.08879 0.070 -0.105 0.069 0.278
C -3.41723 3.10901 5.09197 -0.772 -0.089 1.654 -1.034
O -2.58630 2.29918 4.32420 -0.615 0.691 0.426 -0.292
C -1.27570 2.87359 4.23035 0.467 -1.800 -1.394 -1.105
C -0.55916 1.84169 3.31776 0.169 0.796 0.964 -0.434
O -0.94093 2.00275 1.96919 2.330 0.378 -2.048 1.274
C -2.29591 1.88250 1.59536 0.080 0.710 0.491 -1.100
H -4.36343 2.69564 5.44114 -0.177 -1.255 -0.741 0.289
H -3.79569 4.03831 4.66619 0.936 0.471 -0.330 0.375
H -2.95194 3.19562 6.07385 0.364 1.050 0.102 0.413
H -0.75157 3.03769 5.17187 -0.192 -0.512 0.378 0.694
H -1.23038 3.85156 3.75118 -0.269 0.087 -0.401 0.345
H -0.73341 0.77642 3.46919 -0.339 -0.022 1.144 0.564
H 0.50859 2.03588 3.41921 0.070 0.178 -0.422 0.054
H -2.39426 1.93466 0.51106 0.322 -0.474 0.085 0.251
H -2.72950 2.79931 1.99481 -0.791 -0.338 0.019 0.278
H -2.69834 0.97667 2.04883 -0.361 0.092 -0.216 0.171
C 3.53977 1.72548 -1.65573 0.402 0.257 0.549 -0.861
O 2.16289 1.72448 -1.28174 0.615 -0.257 1.031 0.117
C 1.31988 1.81802 -2.36326 -2.407 2.239 -0.964 -0.823
C 0.36666 3.08390 -2.09091 0.107 -1.064 -2.543 -0.524
O -0.44565 2.97921 -1.01783 0.040 -1.169 3.379 0.297
C -0.94970 4.23734 -0.60152 -0.031 0.151 0.495 -1.152
H 3.76676 0.89557 -2.32492 -0.138 -0.057 -0.094 0.341
H 4.16411 1.65346 -0.76517 -0.316 -0.057 0.101 0.002
H 3.75313 2.68314 -2.13057 0.097 -0.002 -0.146 0.345
H 0.87731 0.84331 -2.56860 -0.654 0.167 0.205 0.035
H 1.76818 2.13746 -3.30405 0.795 -0.147 0.057 0.544
H -0.39542 3.24542 -2.85330 0.512 -0.282 -1.445 0.296
H 0.94347 4.00835 -2.11912 0.633 -0.073 0.493 0.386
H -1.59645 4.57740 -1.41033 -0.025 0.539 -0.040 0.277
H -0.12728 4.88985 -0.30834 -0.035 0.317 -0.300 0.388
H -1.51158 4.13665 0.32705 -0.026 -0.307 -0.203 0.187
C 5.49766 3.52496 1.52793 0.501 -0.105 -0.052 -1.008
O 4.80219 3.37412 2.72892 -0.211 0.600 -0.378 0.088
C 5.59804 2.88557 3.76476 -1.327 -1.038 0.161 -0.775
C 4.60770 2.36470 4.84836 -0.406 0.878 -0.234 -0.297
O 3.80883 3.45101 5.37746 0.652 -0.556 1.138 -0.214
C 3.17091 3.10517 6.62327 0.629 -0.338 -0.865 -0.865
H 5.68308 2.57049 1.03528 0.033 -0.646 0.049 0.324
H 6.48662 3.93328 1.73609 0.247 0.416 -0.185 0.402
H 4.98811 4.12555 0.77444 -0.396 0.324 0.643 0.218
H 6.36887 3.56027 4.13719 -0.304 0.745 0.276 0.312
H 6.19422 2.07198 3.35156 0.046 -0.814 0.239 0.421
H 5.14582 1.77402 5.58972 0.326 0.381 0.636 0.500
H 3.89282 1.65073 4.43933 0.048 -0.059 -0.656 0.044
H 2.49280 3.86158 7.01836 0.273 0.455 -0.633 0.274
H 3.93226 2.91228 7.37907 0.168 -0.074 0.247 0.359
H 2.56404 2.20490 6.52665 -0.062 -0.303 -0.202 0.276
C -0.39513 -6.60924 -1.69996 -0.269 1.788 0.737 -0.178
O -1.02634 -5.83227 -2.71648 -0.870 -0.950 -1.122 -0.436
C -0.24303 -4.85647 -3.36283 2.076 -1.497 -0.180 -0.690
C -0.73187 -3.45824 -3.20734 -1.476 0.780 2.616 -0.556
O -0.91715 -3.20133 -1.77132 0.111 -0.028 -0.264 0.119
C -2.09494 -2.44349 -1.48800 0.374 -0.434 -0.030 -0.318
H -1.05214 -7.43110 -1.41538 -0.130 0.341 0.035 0.267
H -0.27963 -5.81976 -0.95734 0.017 -0.698 1.131 -0.120
H 0.61220 -7.01061 -1.81074 0.130 -0.003 -1.112 0.322
H -0.12092 -5.13550 -4.40941 -0.615 0.246 -0.490 0.420
H 0.77186 -5.08267 -3.03581 0.446 0.987 0.482 0.225
H -1.73504 -3.41673 -3.63163 -0.024 0.185 -0.441 0.564
H -0.14160 -2.59258 -3.50786 0.335 -0.589 -0.959 0.192
H -2.24209 -2.36198 -0.41105 0.152 -0.463 0.064 -0.292
H -2.92650 -2.97667 -1.94879 -0.369 0.368 0.084 0.621
H -2.04136 -1.39797 -1.79149 0.097 0.046 -0.558 -0.009
```
Positions in Å, forces in eV/Å.

Values from the calculation:
HOMO-LUMO gap = 0.214 Eh
electronic energy = -4264.311681 Eh
net charge = -1